ORCA calculation (the ωB97M-V functional and the def2-TZVPD basis) on C23H43CeN2OP3Se as an isolated structure in a non-equilibrium geometry.

For the orbital gap (spin up / spin down), the calculation gives 6.14 / 6.17 eV. Its largest force on an atom is 4.32 eV/A.

```
! RIJCOSX wB97M-V def2-TZVPD def2/J DEFGRID3
* xyz 3 2
Ce -0.1731 0.1888 -1.2135
P -1.5937 2.4387 -1.7272
P -0.4320 1.7586 1.7821
P -2.3524 -0.8341 0.5075
H 1.6064 -3.0725 -3.1159
C 0.5299 -2.9597 -3.0519
C 0.1589 -1.8514 -2.3252
H 1.0068 -1.6176 -1.5980
C -0.6200 3.4471 -2.8547
C -2.7669 3.5288 -0.9339
C -2.4755 1.3015 -2.8899
C 0.4321 1.1521 3.2976
C 0.5189 3.3208 1.6775
C -1.9211 2.4476 2.6490
C -2.9323 -2.4341 -0.1873
C -3.9514 0.0622 0.4855
C -2.4167 -1.2776 2.2808
H -0.1279 -3.7673 -3.3780
H -0.9129 -1.4789 -2.2641
H -0.1052 2.7974 -3.5763
H 0.1515 3.9876 -2.2837
H -1.2769 4.1441 -3.3878
H -2.2696 4.1124 -0.1455
H -3.5536 2.9411 -0.4442
H -3.2115 4.2237 -1.6600
H -1.8398 0.4868 -3.3167
H -2.7752 1.9506 -3.7282
H -3.3485 0.8409 -2.4015
H 0.4852 1.9558 4.0523
H 1.4483 0.8532 3.0084
H -0.0976 0.2791 3.7003
H 0.2888 3.9827 2.5277
H 0.2980 3.8289 0.7330
H 1.5840 3.0599 1.6867
H -1.5798 3.1288 3.4449
H -2.5192 1.6405 3.0920
H -2.5345 3.0090 1.9315
H -3.8259 -2.7416 0.3665
H -2.1386 -3.1760 -0.0599
H -3.1936 -2.3631 -1.2506
H -4.7346 -0.6636 0.7435
H -4.1527 0.4737 -0.5082
H -3.9569 0.8703 1.2270
H -3.3077 -1.8996 2.4381
H -2.4692 -0.4006 2.9321
H -1.5388 -1.8518 2.5844
C 1.3793 -4.4114 0.9529
C 2.0724 -4.7315 -0.2312
C 2.1120 -6.0736 -0.6539
C 1.4618 -7.0651 0.0997
C 0.8640 -6.7573 1.3204
C 0.8644 -5.4339 1.7723
Se 0.9892 -2.6150 1.6357
H -0.3561 -3.1283 2.1082
H 2.5537 -3.9543 -0.8403
H 2.6449 -6.3637 -1.5646
H 1.4130 -8.0941 -0.2725
H 0.3767 -7.5476 1.8964
H 0.3926 -5.1651 2.7151
N 4.1200 4.8812 -0.7011
C 3.0112 4.1112 -0.9199
O 1.9141 4.6125 -1.2107
C 3.1719 2.6531 -0.6852
C 4.2823 2.0420 -0.0859
C 4.2875 0.6681 0.1101
C 3.1874 -0.0982 -0.2765
N 2.1014 0.5111 -0.8216
C 2.0726 1.8548 -0.9800
H 4.0465 5.8641 -0.9215
H 5.0548 4.4983 -0.6537
H 5.1443 2.6431 0.2162
H 5.1294 0.1739 0.5870
H 3.1777 -1.1735 -0.1054
H 1.1278 2.2762 -1.3363
*
```

---

ORCA calculation (the ωB97M-V functional and the def2-TZVPD basis) on C23H43Cl3GaN3O4Si as an isolated structure in a non-equilibrium geometry.

For the orbital gap, the calculation gives 5.03 eV. Its largest force on an atom is 4.71 eV/A.

```
! RIJCOSX wB97M-V def2-TZVPD def2/J DEFGRID3
* xyz 0 1
C 2.7592 -1.4970 -2.8758
C 2.3108 -0.6316 -4.0108
H 2.1480 -2.4109 -2.8362
H 2.6446 -0.9599 -1.9225
H 3.8095 -1.7963 -2.9846
C 2.2250 -1.0608 -5.2835
C 2.4408 -2.4454 -5.7646
H 1.9907 -0.3564 -6.0751
H 1.9222 -3.1719 -5.1284
H 3.4980 -2.7372 -5.8388
H 2.0245 -2.5337 -6.7752
Ga 1.0607 0.3983 1.9982
Cl 1.1034 2.5405 1.9910
Cl 2.7215 -0.4560 0.8506
H -4.3945 1.0285 5.1317
H -2.7880 3.0258 6.7436
C -3.5241 0.4526 5.4835
C -2.2021 2.0932 6.7945
N -2.3419 1.2885 5.5869
H -3.3247 -0.3663 4.7867
C -1.6649 1.5974 4.4385
O -1.8380 1.0203 3.3621
H -1.1473 2.3419 6.9552
H -0.9263 2.4185 4.5572
H -3.7486 0.0635 6.4803
H -2.5752 1.4999 7.6401
H -2.0454 -4.7072 0.6096
H -2.6719 -1.5488 0.0567
C -1.0662 -4.2145 0.7108
C -2.6058 -2.2086 0.9410
N -1.2703 -2.8038 1.0734
H -0.5041 -4.2958 -0.2394
C -0.2377 -2.0559 1.3957
O -0.3901 -0.8157 1.7005
H -2.8554 -1.6284 1.8473
H 0.7644 -2.5090 1.4021
H -0.4661 -4.7037 1.5005
H -3.3344 -3.0160 0.8468
O 1.0274 0.7018 -2.4650
C 1.8745 0.7732 -3.6085
C 0.2676 1.1732 -5.5929
C 1.2771 1.6205 -4.7268
H -0.0675 0.1312 -5.5419
C -0.3108 2.0672 -6.5063
H 2.7680 1.2907 -3.2189
C 1.7259 2.9429 -4.7972
H -1.0925 1.6998 -7.1851
C 0.1167 3.3974 -6.5459
C 1.1403 3.8310 -5.6934
H 2.4979 3.2730 -4.0864
H -0.3633 4.0905 -7.2430
H 1.4761 4.8707 -5.7199
Si -0.7677 0.5901 -2.4657
Cl -0.7273 -1.5163 -2.5182
C -2.2318 0.5142 -3.7222
C -0.9320 2.5378 -2.8346
C -0.9213 0.8706 -0.6025
H -2.4299 1.3869 -4.3553
H -3.1313 0.3714 -3.0994
H -2.1511 -0.3582 -4.3863
H 0.0094 0.4124 -0.2209
H -1.7997 0.3850 -0.1464
H -0.8966 1.9322 -0.3049
H -0.9311 2.7812 -3.9064
H -0.0808 3.0529 -2.3618
H -1.8647 2.9060 -2.3899
C 0.5943 -1.7980 6.0211
N 1.7540 -0.9290 5.7987
C 2.8334 -0.9443 6.7774
C 1.8743 -0.2022 4.7043
O 0.9385 -0.2152 3.8265
H 0.8697 -2.4660 6.8458
H 0.3482 -2.3837 5.1260
H -0.2889 -1.2133 6.3148
H 2.9617 -1.9593 7.1602
H 3.7535 -0.5932 6.2990
H 2.6101 -0.2848 7.6238
H 2.7690 0.4211 4.5981
*
```